C29H71BrFN2O26PS8 | wB97M-V/def2-TZVPD

Calculated values
Gap between HOMO and LUMO (eV): 9.22
E_tot (Ha): -9413.86605

ORCA input file:
```
! RIJCOSX wB97M-V def2-TZVPD def2/J DEFGRID3
* xyz 0 1
C -0.34442 3.42992 -0.94728
H 2.82466 -1.95527 -3.94084
C 12.77742 -9.94734 -5.87750
C -2.21824 6.09190 8.32568
O 3.68644 -3.63321 -3.21711
H -0.80829 9.50349 4.76793
O -7.86491 1.79163 -0.38675
H 6.78112 -0.67116 -8.27371
C -6.21712 -1.62112 2.51925
O -0.48604 0.48571 -0.80752
C -2.07109 -2.96174 2.09572
H 2.57340 -1.97613 -1.42387
C 1.84445 -2.44390 -2.08654
O -2.65519 7.50011 5.27044
S 3.49521 -5.16735 -2.84308
C -1.66298 9.91010 5.29989
O -5.72104 4.29404 2.56047
C 5.14414 -5.67870 -3.16919
H -1.12650 3.38861 1.07173
H 0.40543 7.69086 11.98429
C -0.74703 4.10787 0.34748
H -1.91127 10.90589 4.94477
H -0.31048 -6.74846 -0.31495
O -2.32470 7.27239 11.32116
C 5.88148 -1.18769 -6.38805
H 0.10818 4.61023 0.79800
O -4.18343 9.41159 5.70209
O 9.81174 -8.76395 -5.47527
H -1.12907 -7.04051 -1.86121
C 2.49318 -2.83807 -3.39721
O -0.35590 -3.44433 0.19366
O 7.31436 -3.98563 -5.81096
H -0.43946 -5.45761 -1.49791
H -3.80866 7.15181 3.02168
C -4.03090 8.18097 2.73455
O 0.80673 2.57108 -0.79150
S -1.75517 -3.53911 0.47070
N -7.87634 1.69931 3.64780
H -5.67728 2.95053 -1.77541
H -1.17102 2.85864 -1.37307
C 6.48641 -1.56368 -7.72662
H 1.43763 -3.30677 -1.56558
H -8.22471 3.55104 2.06003
H -6.10259 -1.26968 0.33868
O -2.70196 -2.97816 -0.44559
O -1.34006 6.96272 9.08347
S 9.89901 -8.77461 -6.90019
H 6.62663 -0.71077 -5.75241
Br -4.51429 0.90311 0.06528
H -9.65469 1.76677 1.91657
S -3.04730 8.85745 5.03846
H 12.65759 -10.58845 -7.92759
H -2.83011 -6.77532 -0.10466
C 9.18730 -4.37401 -7.58256
H 5.50913 -2.06406 -5.85946
O 0.50704 1.31402 1.30582
O -8.12357 3.92198 -1.01552
C -6.14226 3.19193 0.22684
H -3.84761 7.50118 8.32939
C 8.38495 -9.35893 -7.57512
H -4.13249 -1.28312 4.56885
O -2.12778 -5.06709 0.71211
H -1.78380 -1.91155 2.11560
C -2.28814 -5.90037 -0.45697
C -7.34834 1.28478 0.85282
H -6.47051 -2.64394 2.76767
H -8.58927 -0.32135 0.46056
H -7.42498 -2.20030 0.90962
H -8.25944 -0.19854 2.13807
C 0.21140 7.70087 10.91481
C -3.67913 6.44150 8.51869
H -4.00493 6.23313 9.53702
H 5.21563 -6.72671 -2.88889
C -7.79361 -0.14625 1.16946
P -8.34150 2.16213 2.21644
H 5.82057 -5.08026 -2.56655
C -5.93580 1.83135 0.99972
H 9.87610 -3.77162 -6.99754
H -5.68989 9.55470 2.69894
H 12.43748 -9.13042 -5.24344
H -0.04308 4.17034 -1.68500
H -3.51590 -0.14996 3.40482
H -5.66898 1.97843 2.02760
H -1.46328 -3.53238 2.79292
H 13.86704 -9.94067 -5.88978
H -3.12922 -3.06554 2.31184
S 0.57096 1.15262 -0.11307
H -0.00752 8.71048 10.58018
H -1.94747 6.22876 7.28286
H 1.79440 -3.37378 -4.04121
H 7.61200 -8.65469 -7.27609
H 1.02761 -1.74470 -2.26521
C 2.11317 0.43008 -0.54834
H 5.04982 -0.49918 -6.53841
H 1.04958 7.27733 10.37006
O 2.60030 -5.75894 -3.79057
H 8.47320 -9.39268 -8.65669
H 2.91233 1.05664 -0.16312
H -3.75001 8.29949 1.69023
H 5.34994 -5.55014 -4.22833
F -4.38984 5.08328 0.78541
H -2.02336 5.05030 8.58349
H -1.47659 9.92474 6.37112
H 5.77492 -2.10955 -8.34737
H 12.51858 -8.84881 -7.72876
H 9.36304 -4.25183 -8.64691
H -1.52868 4.84297 0.15348
H 9.27365 -5.42193 -7.30341
C -0.96253 -6.31041 -1.06930
O 6.63209 -4.47786 -8.13872
H -2.92364 -5.39052 -1.18249
S -1.20758 6.69663 10.64208
H -7.56291 2.50378 4.17364
O 3.22847 -5.28244 -1.44378
H 2.16519 0.34302 -1.62929
O 10.31887 -7.59444 -7.59673
O -3.17979 9.08864 3.47393
H -5.13063 4.31635 -1.18351
H -5.14522 0.04501 3.99011
H -5.82042 8.31823 3.94045
O -4.81678 -1.49151 2.62762
H 2.14314 -0.55299 -0.08431
O 7.70005 -2.33535 -7.59228
O -6.71747 5.69276 0.90763
O 10.81323 -9.98568 -7.36597
S 7.54562 -3.87353 -7.21778
C 12.24655 -9.80944 -7.29008
H 8.17952 -10.34299 -7.16447
C -5.50048 8.50406 2.91647
H -6.70744 -1.01723 3.26631
N -5.22852 3.33503 -0.95482
H -4.29719 5.85943 7.83607
O -0.87336 5.32170 10.84874
S -5.80205 4.66888 1.20222
C -4.40157 -0.68719 3.70759
C -6.82482 -1.33175 1.12433
C -7.51080 3.09185 -0.45666
H -6.10901 7.88775 2.25587
H 12.43346 -10.87845 -5.42916
*
```

Results of the Mulliken charge analysis, in e, for atoms 1 through 99: -0.432, 0.244, -0.972, -0.319, -0.227, 0.317, -0.421, 0.275, -0.861, -0.621, -1.000, 0.034, -0.295, -0.641, 1.296, -1.035, -0.581, -0.997, 0.294, 0.371, -0.881, 0.358, 0.265, -0.616, -0.801, 0.306, -0.645, -0.625, 0.425, -0.712, -0.577, -0.563, 0.134, 0.336, -0.347, -0.308, 1.289, -0.753, 0.283, 0.298, -0.441, 0.106, 0.108, 0.631, -0.694, -0.235, 1.254, 0.270, -0.012, 0.131, 1.372, 0.272, 0.284, -0.704, 0.167, -0.661, -0.484, 0.643, 0.230, -0.969, 0.291, -0.308, 0.311, -0.409, 1.639, 0.365, 0.549, 0.500, 0.621, -0.930, -1.001, 0.405, 0.405, -1.662, 0.039, 0.313, -1.088, 0.341, 0.325, 0.291, 0.307, 0.237, 0.818, 0.449, 0.387, 0.272, 1.372, 0.309, 0.225, 0.409, 0.386, 0.434, -1.155, 0.395, 0.305, -0.667, 0.311, 0.469, 0.255